# 1
Molecular formula: C36H54B2HfN11S4
Method: DFT, ωB97M-V/def2-TZVPD

Lowest unoccupied orbital energy ... -8.5 eV
HOMO ... -16.10 eV
Calculated total energy ... -3696.37979 Eh
Relative energy (zero: lowest compared OMol25 entry of this formula, charge and spin) ... 0.00 kJ/mol
Molar mass ... 969.3 g mol⁻¹
Net charge ... +3
Gap between HOMO and LUMO ... 0.27962 hartree

Atoms and positions in Å:
Hf 2.45 -0.31 -1.47
C 0.81 4.30 -1.05
C -0.17 3.27 -0.61
C -1.52 3.46 -0.70
C -2.43 2.46 -0.29
N -1.98 1.33 0.19
N -0.66 1.14 0.29
B -0.46 -0.21 0.99
N -1.42 -1.28 0.50
N -2.46 -1.49 1.33
C -3.40 -2.30 0.92
C -3.32 -2.93 -0.35
C -2.26 -2.72 -1.18
C -2.15 -3.38 -2.51
C -1.25 -1.83 -0.70
S 0.12 -1.54 -1.71
C -4.60 -2.55 1.82
C -4.50 -1.79 3.13
C -4.68 -4.06 2.11
C -5.86 -2.09 1.07
N 0.84 -0.69 1.60
N -0.07 -0.22 2.48
C 0.15 -0.13 3.76
C 1.39 -0.68 4.19
C 2.32 -1.20 3.32
C 3.61 -1.77 3.78
C 2.03 -1.15 1.90
S 3.15 -1.62 0.71
C -0.86 0.50 4.68
C -1.97 1.17 3.86
C -1.44 -0.62 5.56
C -0.15 1.54 5.55
C 0.27 2.03 -0.09
S 1.96 1.68 0.13
C -3.95 2.59 -0.36
C -4.51 2.42 1.06
C -4.37 3.94 -0.92
C -4.48 1.46 -1.26
H 0.30 5.22 -1.35
H 1.38 3.92 -1.91
H 1.52 4.53 -0.26
H -1.90 4.40 -1.09
H -4.12 -3.59 -0.66
H -3.01 -4.02 -2.70
H -1.24 -4.00 -2.56
H -2.08 -2.64 -3.30
H -3.60 -2.08 3.69
H -5.37 -2.01 3.75
H -4.47 -0.71 2.97
H -3.79 -4.41 2.62
H -4.82 -4.65 1.20
H -5.54 -4.25 2.75
H -5.82 -1.02 0.85
H -6.74 -2.27 1.69
H -6.01 -2.63 0.13
H 1.62 -0.67 5.24
H 3.67 -1.79 4.86
H 4.44 -1.17 3.39
H 3.75 -2.78 3.39
H -2.48 0.46 3.21
H -1.57 1.99 3.26
H -2.70 1.60 4.54
H -1.93 -1.39 4.96
H -2.18 -0.19 6.24
H -0.67 -1.10 6.17
H 0.33 2.31 4.95
H 0.61 1.09 6.20
H -0.89 2.02 6.19
H -4.14 3.20 1.73
H -4.23 1.44 1.47
H -5.60 2.48 1.03
H -4.03 4.77 -0.30
H -5.46 3.99 -0.96
H -4.01 4.09 -1.94
H -4.21 0.48 -0.86
H -4.08 1.55 -2.28
H -5.56 1.53 -1.32
C 5.40 -2.66 -1.95
C 4.22 -2.73 -2.85
N 3.09 -2.01 -2.82
C 2.32 -2.45 -3.90
C 2.99 -3.42 -4.56
N 4.17 -3.58 -3.88
H 5.23 -2.03 -1.09
H 6.26 -2.24 -2.49
H 5.67 -3.65 -1.60
H 1.34 -2.04 -4.11
H 2.73 -4.01 -5.43
H 4.90 -4.24 -4.12
B 6.90 1.39 -1.92
C 5.52 0.76 -1.73
N 4.44 0.31 -1.59
H 7.70 0.56 -1.56
H 6.97 1.62 -3.11
H 6.90 2.38 -1.24
C 4.16 3.27 -2.89
N 4.16 2.37 -4.04
C 5.14 2.37 -5.02
C 4.80 1.43 -5.93
N 3.63 0.87 -5.48
C 3.24 1.45 -4.33
S 1.74 1.09 -3.52
H 5.17 3.29 -2.47
H 3.47 2.89 -2.14
H 3.87 4.27 -3.20
H 5.99 3.03 -4.97
H 5.29 1.12 -6.83
H 3.09 0.15 -5.95



# 2
Molecular formula: C20H35N2O7
Method: DFT, ωB97M-V/def2-TZVPD

Lowest unoccupied orbital energy ... 2.4 eV
HOMO ... -0.98 eV
Calculated total energy ... -1419.16721 Eh
Molar mass ... 415.5 g mol⁻¹
Net charge ... -1
Gap between HOMO and LUMO ... 0.12362 hartree

Atoms and positions in Å:
C 1.33 -2.08 -0.79
C 1.63 -0.56 -1.03
C 0.79 0.30 0.02
N 1.55 0.26 1.30
C 1.60 1.61 1.95
C 1.53 1.31 3.52
C 2.68 0.34 3.97
N 3.87 0.73 4.30
C 2.99 2.32 1.73
C 3.05 3.28 0.48
O 4.19 2.89 -0.34
H 1.43 -2.39 0.27
H 0.27 -2.25 -1.11
H 2.05 -2.69 -1.40
H 1.33 -0.25 -2.06
H 2.69 -0.28 -0.81
H -0.26 -0.09 0.12
H 0.76 1.34 -0.39
H 0.97 -0.31 1.92
H 1.68 2.28 4.05
H 0.56 0.82 3.78
H 2.51 -0.76 4.04
H 3.89 1.75 4.21
H 3.16 2.97 2.63
H 3.85 1.58 1.74
H 2.11 3.32 -0.10
H 3.29 4.32 0.83
H 4.92 2.90 0.29
O -0.35 4.13 1.68
C -1.25 3.58 2.23
O -1.28 3.34 3.57
C -2.45 2.57 3.89
C -3.42 2.83 2.75
C -2.49 3.03 1.57
H -2.16 1.52 3.96
H -2.84 2.90 4.85
H -4.14 2.03 2.61
H -3.97 3.76 2.94
H -2.23 2.08 1.08
H -2.89 3.74 0.85
O -2.35 -3.18 -0.30
C -1.91 -4.29 -0.31
O -1.12 -4.81 0.66
C -0.69 -6.12 0.28
C -1.71 -6.60 -0.73
C -2.11 -5.30 -1.41
H 0.32 -6.05 -0.14
H -0.66 -6.76 1.17
H -1.31 -7.35 -1.42
H -2.57 -7.03 -0.22
H -1.45 -5.06 -2.25
H -3.15 -5.32 -1.74
O -1.53 0.34 -2.37
C -1.34 0.45 -3.55
O -1.87 -0.40 -4.48
C -1.37 -0.05 -5.77
C -0.93 1.40 -5.66
C -0.48 1.49 -4.21
H -0.53 -0.72 -6.01
H -2.15 -0.19 -6.52
H -0.16 1.67 -6.38
H -1.79 2.06 -5.82
H 0.57 1.21 -4.09
H -0.66 2.48 -3.79